Entry 1:
The following is a DFT calculation (the ωB97M-V functional and the def2-TZVPD basis) of C31H25N5O2S3W as an isolated structure.

Last column: Löwdin charge in e.
Positions of all 67 atoms, in Å:
W  0.03374  -0.07937  -0.58147  1.724
C  -1.65421  -3.97985  0.05091  -0.042
C  -1.45429  -3.58889  1.37787  -0.054
C  -0.35042  -2.83898  1.72316  -0.066
C  0.59781  -2.49722  0.74718  -0.134
C  0.40462  -2.91551  -0.57357  -0.141
C  -0.74089  -3.63411  -0.92503  -0.061
H  -2.51633  -4.58238  -0.20592  0.125
H  -2.16723  -3.88205  2.13735  0.126
H  -0.18170  -2.55945  2.75498  0.124
H  1.55460  -2.10062  1.05776  0.095
H  1.18416  -2.79988  -1.31155  0.087
H  -0.87381  -3.96654  -1.94637  0.127
S  3.39128  1.44116  2.16253  1.224
C  4.12181  0.24004  1.14495  -0.431
C  5.45363  -0.15961  1.13877  -0.047
C  5.82209  -1.16208  0.26666  -0.037
C  4.87410  -1.76075  -0.56762  -0.031
C  3.55403  -1.35640  -0.56085  -0.046
C  3.17065  -0.32459  0.29456  -0.308
N  1.89023  0.24420  0.45619  -0.081
C  1.88778  1.14395  1.43128  -0.522
C  0.63513  1.78781  1.75151  -0.278
C  0.51541  2.80301  2.69818  -0.021
C  -0.70850  3.42425  2.86576  -0.034
C  -1.78450  3.03688  2.07383  -0.037
C  -1.64995  2.01852  1.13914  -0.169
C  -0.44151  1.33313  0.96818  -0.267
H  6.17521  0.29968  1.80046  0.126
H  6.84982  -1.49549  0.23654  0.124
H  5.17841  -2.55962  -1.23005  0.123
H  2.84679  -1.84502  -1.21188  0.084
H  1.36941  3.11491  3.28811  0.115
H  -0.82291  4.21546  3.59373  0.123
H  -2.73928  3.53402  2.18786  0.123
H  -2.51697  1.75781  0.54514  0.097
O  0.17763  -0.90692  -2.61393  -0.176
N  1.19947  -0.17280  -2.30917  -0.205
C  2.12094  0.19304  -3.12920  -0.239
C  2.12544  -0.24901  -4.48833  -0.116
N  2.10646  -0.60032  -5.58068  0.242
C  3.08527  1.12720  -2.62620  -0.144
N  3.80750  1.92971  -2.23563  0.238
S  -4.25733  -1.45903  -1.46662  1.184
C  -2.65272  -0.94726  -1.54378  -0.449
N  -2.05867  -0.68874  -0.39771  -0.101
C  -2.94647  -0.89619  0.67613  -0.311
C  -2.69755  -0.72991  2.04193  -0.048
C  -3.71332  -0.99072  2.93171  -0.036
C  -4.97666  -1.42270  2.49811  -0.041
C  -5.23790  -1.59566  1.15950  -0.054
C  -4.20737  -1.32295  0.25698  -0.442
H  -2.14566  -0.84669  -2.49344  0.084
H  -1.72830  -0.41118  2.39172  0.104
H  -3.53370  -0.86482  3.99097  0.122
H  -5.75201  -1.62198  3.22484  0.123
H  -6.20716  -1.92856  0.81442  0.124
C  0.41080  3.78053  -1.08125  -0.184
S  -1.05296  2.94420  -1.65868  1.010
C  -1.03467  3.44123  -3.36734  -0.203
O  -0.64224  1.44482  -1.80234  -0.653
H  1.27601  3.46222  -1.66242  0.065
H  0.53076  3.54977  -0.02432  0.044
H  0.23572  4.85031  -1.20283  0.087
H  -1.24644  4.51026  -3.39954  0.082
H  -1.82880  2.89719  -3.87404  0.074
H  -0.06428  3.21852  -3.80710  0.075

As for the energy above the lowest of the compared OMol25 structures with the same formula, charge and spin: 38.4 kJ/mol. The frontier orbital gap (alpha / beta) comes out at 7.5 / 7.2 eV. The spin multiplicity is 3. The net charge is +2. The value obtained for the LUMO energy (alpha / beta) is -0.2342 / -0.2584 Ha. The calculation puts the total energy at -78413.6924 eV. The largest force on an atom is 0.0045 hartree/bohr.



Entry 2:
The following is a DFT calculation (the ωB97M-V functional and the def2-TZVPD basis) of C31H25N5O6PPdS2 as an isolated structure at a distorted geometry.

Last column: Löwdin charge in e.
Positions of all 71 atoms, in Å:
Pd  -0.06725  0.24215  -0.73971  0.583
S  0.90243  -0.98441  0.86828  0.690
C  2.05322  -1.82144  -0.15516  -0.794
N  2.93014  -2.57140  0.46605  0.038
N  3.73743  -3.40036  -0.23010  -0.013
C  3.39237  -4.39503  -1.12167  -0.256
C  2.06184  -4.73893  -1.38369  -0.037
C  1.77733  -5.82405  -2.19065  -0.093
C  2.79434  -6.57197  -2.76861  -0.120
C  4.11542  -6.21759  -2.53281  -0.110
C  4.41605  -5.14434  -1.71559  -0.046
N  2.07296  -1.61754  -1.48442  0.084
N  1.45375  -0.58331  -1.89708  -0.049
C  1.49638  -0.36747  -3.27252  -0.278
C  1.59799  -1.42414  -4.18358  -0.013
C  1.64953  -1.16575  -5.53735  -0.075
C  1.61865  0.14273  -6.00241  -0.081
C  1.51839  1.19454  -5.10248  -0.072
C  1.45244  0.94839  -3.74432  -0.029
H  4.66383  -3.44012  0.16280  0.136
H  1.25784  -4.17933  -0.92799  0.105
H  0.74369  -6.09705  -2.35623  0.103
H  2.55879  -7.42132  -3.39525  0.091
H  4.91977  -6.78680  -2.98184  0.097
H  5.44886  -4.87658  -1.52479  0.104
H  1.58957  -2.43486  -3.80203  0.109
H  1.70556  -1.98959  -6.23714  0.103
H  1.65640  0.33928  -7.06560  0.099
H  1.49709  2.21499  -5.46252  0.105
H  1.37582  1.75800  -3.02748  0.108
O  -0.09799  0.82219  3.33747  -0.360
S  -1.44480  0.29698  3.44254  0.392
O  -1.78407  -0.34715  4.68479  -0.325
O  -1.87939  -0.45502  2.24436  -0.439
C  -2.38090  1.77952  3.22605  -0.254
C  -2.85923  2.49791  4.30428  -0.057
C  -3.32261  3.78689  4.11602  -0.086
C  -3.28537  4.34006  2.85251  -0.089
C  -2.83510  3.61135  1.76310  -0.088
C  -2.37222  2.30082  1.90819  -0.247
P  -1.79729  1.34125  0.39203  1.060
C  -3.33550  0.53187  -0.16963  -0.331
C  -4.58056  1.14857  -0.13056  -0.089
C  -5.70785  0.46238  -0.55929  -0.087
C  -5.59553  -0.83962  -1.01853  -0.091
C  -4.35861  -1.46704  -1.03470  -0.066
C  -3.23238  -0.78711  -0.60679  -0.104
C  -1.66353  2.86413  -0.68689  -0.401
C  -2.58587  3.38087  -1.58808  -0.094
C  -2.26794  4.49092  -2.35785  -0.080
C  -1.01833  5.08157  -2.26098  -0.098
C  -0.07599  4.55407  -1.38929  -0.088
C  -0.39958  3.45542  -0.61095  -0.129
H  -2.84264  2.03323  5.28093  0.113
H  -3.67384  4.36918  4.95761  0.099
H  -3.60195  5.36604  2.71353  0.098
H  -2.81738  4.08622  0.79303  0.090
H  -4.66971  2.15751  0.25475  0.102
H  -6.67938  0.93939  -0.52225  0.097
H  -6.47525  -1.37891  -1.34466  0.096
H  -4.27797  -2.49211  -1.36926  0.106
H  -2.27189  -1.28485  -0.56813  0.080
H  -3.55503  2.91355  -1.70192  0.101
H  -3.00111  4.90031  -3.04148  0.100
H  -0.77386  5.94206  -2.87131  0.095
H  0.90988  4.99892  -1.33388  0.099
H  0.32311  3.04180  0.09080  0.101
O  -1.26835  -1.06399  -2.83860  -0.041
N  -1.49028  0.09166  -3.23085  -0.540
O  -2.07921  0.33071  -4.27349  0.037
O  -1.07771  1.07730  -2.50909  -0.172

As for the energy above the lowest of the compared OMol25 structures with the same formula, charge and spin: 60.8 kJ/mol. The frontier orbital gap (alpha / beta) comes out at 5.8 / 5.8 eV. The net charge is -1. The value obtained for the LUMO energy (alpha / beta) is 0.0255 / 0.0254 Ha. The calculation puts the total energy at -86724.9205 eV. The largest force on an atom is 0.0568 hartree/bohr.



Entry 3:
The following is a DFT calculation (the ωB97M-V functional and the def2-TZVPD basis) of C31H26F3N7OSZr as an isolated structure at a distorted geometry.

Last column: Löwdin charge in e.
Positions of all 70 atoms, in Å:
Zr  0.45946  0.15761  -0.47260  1.642
C  2.42882  1.77735  -2.71644  -0.008
C  2.85888  0.34707  -2.67783  -0.301
C  4.03729  -0.05948  -3.30504  0.030
C  4.43808  -1.37725  -3.20695  0.008
C  3.63395  -2.26988  -2.51235  0.030
C  2.45863  -1.80707  -1.92675  -0.201
N  2.09550  -0.50917  -1.99164  -0.023
C  1.49560  -2.70238  -1.26265  -0.169
C  1.59568  -4.09402  -1.32833  0.041
C  0.57451  -4.86696  -0.80795  0.016
C  -0.53120  -4.23840  -0.25473  0.038
C  -0.55082  -2.84539  -0.16897  -0.189
N  0.45950  -2.10333  -0.64894  0.018
C  -1.69154  -2.11192  0.42230  -0.200
C  -2.69605  -2.77111  1.12761  0.024
C  -3.77259  -2.04414  1.61545  0.004
C  -3.81846  -0.68834  1.36046  0.024
C  -2.76775  -0.08467  0.66558  -0.283
C  -2.82321  1.37468  0.36392  0.001
N  -1.70981  -0.77499  0.22797  0.059
H  2.96607  2.32102  -3.49139  0.102
H  2.66377  2.25013  -1.75492  0.075
H  1.35419  1.85250  -2.90727  0.072
H  4.63318  0.65317  -3.85600  0.132
H  5.36066  -1.70864  -3.65500  0.130
H  3.93346  -3.30082  -2.43652  0.117
H  2.44315  -4.56786  -1.79422  0.121
H  0.62550  -5.94415  -0.85281  0.134
H  -1.36629  -4.82937  0.08051  0.120
H  -2.64850  -3.83295  1.30422  0.116
H  -4.55237  -2.53197  2.17806  0.130
H  -4.65467  -0.09169  1.68549  0.131
H  -3.41388  1.90622  1.10672  0.106
H  -3.31096  1.51243  -0.60246  0.105
H  -1.82050  1.80287  0.30683  0.042
N  3.01844  2.72918  2.17196  0.107
C  2.29078  2.15973  1.20225  -0.851
S  2.78116  0.57281  0.66756  0.676
N  1.27905  2.83199  0.72790  -0.022
N  0.48214  2.28099  -0.23946  -0.211
C  -0.19323  3.15544  -0.94079  -0.045
C  -1.12149  2.83260  -1.97636  -0.170
C  -1.93000  3.86065  -2.50200  -0.008
C  -2.86857  3.60291  -3.47030  -0.050
C  -3.01539  2.30633  -3.96502  -0.031
C  -2.22223  1.27969  -3.49555  0.010
C  -1.26261  1.50776  -2.49637  -0.327
O  -0.50524  0.51152  -2.06805  -0.254
H  3.88975  2.31024  2.45572  0.100
H  2.82104  3.68180  2.43870  0.119
H  -0.05595  4.20949  -0.69755  0.152
H  -1.82234  4.85962  -2.10806  0.125
H  -3.49054  4.39675  -3.85219  0.118
H  -3.75192  2.10065  -4.72542  0.121
H  -2.31535  0.27928  -3.89304  0.126
F  0.65405  0.02820  6.82623  0.178
C  -0.24704  -0.69525  6.15874  -0.603
F  -0.08388  -1.97207  6.49622  0.169
F  -1.45743  -0.31622  6.57728  0.169
C  -0.09483  -0.47288  4.66594  -0.066
C  -0.46079  0.74739  4.11467  0.054
C  -0.30683  0.92511  2.74773  -0.099
N  0.19994  -0.01040  1.93448  -0.091
C  0.58488  -1.16692  2.49165  -0.135
C  0.43684  -1.45276  3.83766  0.053
H  -0.85573  1.53988  4.73240  0.141
H  -0.56270  1.87704  2.29583  0.111
H  1.05512  -1.89479  1.83425  0.109
H  0.74365  -2.40487  4.23961  0.134

As for the energy above the lowest of the compared OMol25 structures with the same formula, charge and spin: 0.0 kJ/mol. The frontier orbital gap comes out at 6.8 eV. The net charge is +2. The value obtained for the LUMO energy is -0.2459 Ha. The calculation puts the total energy at -65308.4280 eV. The largest force on an atom is 0.0514 hartree/bohr.



Entry 4:
The following is a DFT calculation (the ωB97M-V functional and the def2-TZVPD basis) of C31H26F5MnN5O4Te as an isolated structure at a distorted geometry.

Last column: Löwdin charge in e.
Positions of all 73 atoms, in Å:
Mn  0.19712  0.19791  0.56563  0.866
C  -2.68072  3.46871  -2.68460  -0.022
C  -3.61350  4.22967  -1.78023  -0.212
C  -4.13852  5.45662  -2.18329  -0.046
C  -5.04127  6.16061  -1.39986  -0.088
C  -5.44669  5.63739  -0.18001  -0.088
C  -4.92340  4.42886  0.25102  -0.017
C  -4.00835  3.73039  -0.53284  -0.210
N  -3.51259  2.48982  -0.05245  0.145
C  -2.18657  2.16052  0.07958  -0.356
N  -1.35171  3.21700  0.05284  0.150
C  0.05133  3.23894  0.21580  -0.184
C  0.78560  2.09835  0.45403  -0.102
C  2.15388  2.21831  0.67240  -0.084
C  2.78005  3.45074  0.60766  -0.067
C  2.02682  4.58541  0.33100  -0.056
C  0.65742  4.50151  0.14038  -0.219
C  -0.16513  5.74055  -0.11712  -0.046
N  -1.79962  0.93034  0.23466  0.092
C  -2.85488  -0.04376  0.19304  -0.279
C  -3.30921  -0.50129  -1.03720  -0.032
C  -4.36056  -1.40266  -1.10474  -0.086
C  -4.95474  -1.84463  0.06596  -0.089
C  -4.48183  -1.39788  1.29086  -0.040
C  -3.42640  -0.49660  1.38179  -0.227
C  -2.89648  -0.03966  2.71527  -0.019
H  -2.86094  3.74094  -3.72420  0.083
H  -2.82103  2.39191  -2.57843  0.078
H  -1.63159  3.67924  -2.45956  0.081
H  -3.84293  5.85347  -3.14923  0.112
H  -5.43590  7.10794  -1.74748  0.101
H  -6.15688  6.17236  0.43952  0.102
H  -5.21130  4.01158  1.20953  0.116
H  -4.16857  1.76938  0.20608  0.147
H  -1.80622  4.11281  0.02443  0.107
H  2.74535  1.33985  0.91762  0.095
H  3.84496  3.52452  0.78667  0.105
H  2.50715  5.55650  0.26895  0.105
H  0.48124  6.61584  -0.15439  0.076
H  -0.90226  5.91445  0.67590  0.086
H  -0.70618  5.68897  -1.06913  0.075
H  -2.81227  -0.15622  -1.93776  0.118
H  -4.69884  -1.76859  -2.06721  0.103
H  -5.76627  -2.56076  0.02811  0.100
H  -4.93021  -1.76688  2.20599  0.110
H  -3.26930  -0.68281  3.51095  0.081
H  -3.19703  0.98949  2.93709  0.081
H  -1.80797  -0.07396  2.74033  0.065
F  3.53311  -3.09274  1.60108  -0.453
Te  1.99479  -2.00733  1.51309  1.996
F  1.56050  -2.21715  3.31413  -0.420
F  1.21601  -3.76656  1.51426  -0.490
F  0.84149  0.07680  2.31998  -0.485
F  3.32570  -0.83041  2.28354  -0.496
O  1.26221  -0.15524  -1.10379  -0.156
O  0.01232  -2.70812  -0.89901  0.023
N  -0.84153  -2.59474  -0.04161  -0.525
O  -1.88098  -3.21149  0.00054  0.071
O  -0.64968  -1.67454  0.91979  -0.270
N  10.35778  0.31440  -0.47011  0.124
C  9.23711  0.07684  -0.58527  -0.202
C  7.83156  -0.21224  -0.72508  -0.254
C  7.10364  0.34703  -1.77663  -0.046
C  5.74176  0.13411  -1.86732  -0.029
C  5.06818  -0.63671  -0.90874  -0.225
C  5.81893  -1.24466  0.10747  -0.016
C  7.17970  -1.02180  0.20523  -0.027
C  3.63900  -0.75992  -0.92222  -0.031
C  2.49312  -0.39009  -1.12589  -0.329
H  7.61791  0.95021  -2.51494  0.111
H  5.17296  0.57632  -2.67576  0.113
H  5.30094  -1.86346  0.83080  0.090
H  7.74989  -1.46886  1.01034  0.116

The frontier orbital gap (alpha / beta) comes out at 7.2 / 7.2 eV. The spin multiplicity is 5. The net charge is -1. The value obtained for the LUMO energy (alpha / beta) is 0.0679 / 0.0692 Ha. The calculation puts the total energy at -100411.8348 eV. The largest force on an atom is 0.0416 hartree/bohr.